Entry 1:
Density functional theory data (ωB97M-V/def2-TZVPD) for C50H51BrN3O3Sc as an isolated structure in a non-equilibrium geometry.

```
109
C50H51BrN3O3Sc | the OMol25 dataset | ωB97M-V/def2-TZVPD
Sc -0.16 0.65 0.37
C -2.21 -0.24 3.69
C -1.69 -1.06 2.50
C -2.74 -2.08 2.04
C -0.38 -1.77 2.80
C -0.22 -2.43 4.01
C 0.94 -3.12 4.29
C 1.99 -3.09 3.38
C 1.89 -2.44 2.16
C 3.11 -2.31 1.27
C 4.11 -1.35 1.93
C 3.80 -3.65 1.00
C 0.65 -1.84 1.84
N 0.43 -1.24 0.60
C 0.71 -1.85 -0.56
C 0.82 -1.23 -1.82
N -0.70 0.79 -1.53
C -1.41 1.90 -2.08
C -2.80 2.02 -1.79
C -3.57 2.84 -2.60
C -3.03 3.61 -3.60
C -1.66 3.70 -3.68
C -0.83 2.89 -2.90
C 0.62 3.30 -2.79
C 1.24 3.84 -4.09
C 0.69 4.35 -1.67
C -3.50 1.50 -0.54
C -3.89 2.69 0.33
C -4.73 0.65 -0.86
C 1.30 -2.21 -2.77
C 1.77 -2.20 -4.06
C 2.17 -3.41 -4.65
C 2.11 -4.62 -4.01
C 1.65 -4.68 -2.67
C 1.53 -5.81 -1.83
C 1.07 -5.67 -0.54
C 0.76 -4.42 0.03
C 0.90 -3.30 -0.75
C 1.30 -3.46 -2.10
H -3.02 0.41 3.35
H -1.42 0.38 4.12
H -2.61 -0.88 4.47
H -1.53 -0.34 1.66
H -2.95 -2.78 2.85
H -2.37 -2.65 1.19
H -3.66 -1.59 1.75
H -1.02 -2.41 4.74
H 1.05 -3.65 5.22
H 2.92 -3.58 3.64
H 2.83 -1.87 0.31
H 4.43 -1.73 2.90
H 3.68 -0.36 2.05
H 4.99 -1.25 1.29
H 4.14 -4.10 1.93
H 4.67 -3.49 0.37
H 3.14 -4.34 0.50
H -4.63 2.89 -2.41
H -3.66 4.20 -4.25
H -1.21 4.43 -4.34
H 1.24 2.47 -2.47
H 1.02 4.89 -4.24
H 0.88 3.28 -4.95
H 2.32 3.73 -4.05
H 0.02 5.18 -1.85
H 1.71 4.73 -1.58
H 0.42 3.88 -0.72
H -2.81 0.89 0.07
H -4.59 3.36 -0.17
H -3.00 3.26 0.58
H -4.35 2.34 1.25
H -5.54 1.26 -1.24
H -5.08 0.16 0.05
H -4.50 -0.12 -1.59
H 1.87 -1.28 -4.62
H 2.54 -3.37 -5.67
H 2.42 -5.52 -4.51
H 1.80 -6.79 -2.22
H 0.98 -6.55 0.08
H 0.42 -4.37 1.05
Br -2.98 -2.51 -1.62
C -1.86 -1.06 -2.17
C -1.62 -0.97 -3.52
C -0.65 -0.17 -4.20
C 0.44 0.39 -3.63
C 0.59 0.22 -2.17
N -1.53 -0.28 -1.14
C 1.82 0.86 -1.42
O 2.92 0.84 -1.93
O 1.51 1.27 -0.25
H -2.22 -1.61 -4.16
H -0.78 -0.09 -5.27
H 1.16 0.95 -4.20
C -1.27 4.32 2.41
C -0.55 3.00 2.33
O -0.81 2.21 1.38
C 0.40 2.65 3.36
C 1.21 1.50 3.21
C 2.14 1.18 4.16
C 2.31 1.97 5.29
C 1.51 3.10 5.46
C 0.57 3.43 4.52
H -1.75 4.54 1.46
H -0.59 5.12 2.66
H -2.04 4.27 3.18
H 1.11 0.89 2.30
H 2.76 0.30 4.04
H 3.06 1.73 6.02
H 1.63 3.71 6.34
H -0.05 4.30 4.68
```

Its charge is 0. For the strongest force on any atom, the calculation gives 3.35 eV Å⁻¹. The orbital gap is 4.40 eV. The value obtained for the energy above the lowest of the compared OMol25 structures with the same formula, charge and spin is 117.2 kcal/mol. Its highest occupied orbital energy is -6.307 eV.

Here are the Mulliken charges for atoms 1 to 5, given in e:
1. Sc -1.458
2. C -1.874
3. C 2.666
4. C -1.531
5. C 0.134

Entry 2:
Density functional theory data (ωB97M-V/def2-TZVPD) for C50H52BrI2N8O4SiTi as an isolated structure.

```
119
C50H52BrI2N8O4SiTi | the OMol25 dataset | ωB97M-V/def2-TZVPD
Ti -0.59 0.29 0.09
N -0.58 -2.60 -2.74
C -0.46 -3.85 -2.00
C -1.10 -3.74 -0.60
C -0.38 -2.70 0.21
O 0.66 -2.89 0.79
O -0.94 -1.47 0.20
H -0.34 -2.74 -3.71
H 0.07 -1.90 -2.39
H 0.58 -4.20 -1.88
H -1.00 -4.62 -2.54
H -0.99 -4.69 -0.08
H -2.15 -3.49 -0.70
C 0.72 0.29 1.69
Si -0.30 0.37 3.25
C -1.90 1.23 2.69
N -2.47 0.78 1.37
C -3.35 1.85 0.81
C -4.44 2.30 1.78
C -5.10 1.10 2.48
C -4.81 -0.17 1.70
C -3.31 -0.45 1.57
C -0.66 -1.29 4.01
C -1.79 -1.49 4.81
C -2.02 -2.71 5.44
C -1.11 -3.75 5.29
C 0.03 -3.56 4.52
C 0.25 -2.34 3.89
C 0.43 1.53 4.52
C 0.56 1.17 5.86
C 1.10 2.04 6.79
C 1.53 3.30 6.39
C 1.43 3.68 5.06
C 0.88 2.80 4.13
H 1.28 -0.64 1.61
H 1.41 1.13 1.65
H -1.64 2.29 2.60
H -2.68 1.20 3.47
H -3.80 1.45 -0.10
H -2.73 2.69 0.50
H -5.17 2.86 1.20
H -4.03 3.00 2.52
H -6.18 1.26 2.56
H -4.74 1.00 3.50
H -5.26 -0.10 0.71
H -5.27 -1.04 2.17
H -3.15 -1.14 0.75
H -2.94 -0.95 2.47
H -2.51 -0.69 4.95
H -2.90 -2.85 6.05
H -1.28 -4.69 5.78
H 0.74 -4.37 4.40
H 1.14 -2.22 3.28
H 0.23 0.19 6.18
H 1.19 1.74 7.82
H 1.96 3.98 7.11
H 1.77 4.65 4.74
H 0.82 3.10 3.09
Br -2.63 7.71 -4.15
C -0.87 7.07 -3.91
C 0.02 7.81 -3.15
C 1.32 7.35 -3.00
C 1.69 6.12 -3.54
C 0.81 5.39 -4.32
C -0.48 5.88 -4.52
N 3.08 5.79 -3.34
N 3.47 4.68 -2.97
C 2.59 3.59 -2.60
C 2.88 2.37 -3.15
C 2.22 1.20 -2.74
C 1.29 1.26 -1.74
O 0.68 0.18 -1.23
C 0.97 2.51 -1.16
N 0.02 2.47 -0.17
C -0.25 3.60 0.46
C 0.41 4.81 0.19
C 1.36 4.85 -0.80
C 1.64 3.68 -1.54
H -0.29 8.75 -2.72
H 2.05 7.93 -2.46
H 1.12 4.48 -4.80
H -1.17 5.37 -5.18
H 3.66 2.32 -3.89
H 2.49 0.24 -3.16
H -0.99 3.56 1.25
H 0.17 5.68 0.77
H 1.90 5.76 -0.99
I 3.44 -3.16 0.00
I 5.95 -3.10 -0.88
C 0.18 -2.21 -7.13
C -0.70 -1.01 -6.92
C -1.98 -0.97 -7.47
C -2.79 0.15 -7.30
C -2.32 1.26 -6.61
N -3.15 2.41 -6.56
C -3.13 3.44 -5.66
O -3.40 4.58 -5.99
N -2.80 3.17 -4.34
C -2.87 1.97 -3.62
C -3.71 0.91 -3.95
C -3.67 -0.23 -3.17
C -2.81 -0.28 -2.08
N -2.04 0.75 -1.74
C -2.06 1.84 -2.49
C -1.05 1.22 -6.05
C -0.26 0.09 -6.20
H -0.22 -2.87 -7.90
H 0.28 -2.81 -6.22
H 1.19 -1.92 -7.43
H -2.34 -1.81 -8.04
H -3.78 0.17 -7.74
H -3.51 2.72 -7.45
H -2.64 4.01 -3.81
H -4.37 0.99 -4.80
H -4.28 -1.08 -3.41
H -2.72 -1.18 -1.50
H -1.41 2.66 -2.21
H -0.66 2.09 -5.53
H 0.74 0.09 -5.77
```

Its charge is +1. For the strongest force on any atom, the calculation gives 0.54 eV Å⁻¹. The orbital gap is 7.17 eV. The value obtained for the energy above the lowest of the compared OMol25 structures with the same formula, charge and spin is 0.0 kcal/mol. Its highest occupied orbital energy is -10.607 eV.

Here are the Mulliken charges for atoms 1 to 5, given in e:
1. Ti 0.004
2. N -0.175
3. C -0.789
4. C -0.634
5. C 0.237

Entry 3:
Density functional theory data (ωB97M-V/def2-TZVPD) for C50H52BrN8O2P2Sr as an isolated structure.

```
116
C50H52BrN8O2P2Sr | the OMol25 dataset | ωB97M-V/def2-TZVPD
Sr -1.94 0.37 0.26
O -5.02 -1.07 -3.00
C -4.03 -0.77 -2.33
N -3.75 0.32 -1.62
C -4.75 1.33 -1.60
C -5.47 1.70 -2.74
C -6.40 2.72 -2.71
C -6.64 3.38 -1.51
C -5.93 3.05 -0.38
C -4.96 2.04 -0.40
N -4.09 1.81 0.69
C -4.59 1.96 1.92
O -5.76 1.96 2.30
C -3.54 2.26 2.98
C -3.96 2.71 4.22
C -3.02 3.15 5.14
C -1.68 3.13 4.78
C -1.35 2.63 3.53
N -2.25 2.18 2.66
C -2.92 -1.82 -2.35
C -2.93 -2.74 -3.39
C -1.95 -3.71 -3.45
C -0.99 -3.76 -2.44
C -1.07 -2.81 -1.44
N -2.00 -1.85 -1.38
H -5.29 1.16 -3.66
H -6.95 2.98 -3.60
H -7.38 4.18 -1.46
H -6.11 3.57 0.55
H -5.03 2.73 4.41
H -3.33 3.53 6.11
H -0.91 3.50 5.44
H -0.31 2.60 3.21
H -3.72 -2.66 -4.12
H -1.92 -4.42 -4.27
H -0.20 -4.49 -2.43
H -0.35 -2.81 -0.64
C 1.99 0.49 5.18
C 0.63 0.02 4.74
C -0.40 -0.26 5.64
C -1.65 -0.63 5.17
C -1.82 -0.71 3.80
Br -3.50 -1.17 3.08
N -0.87 -0.44 2.92
C 0.33 -0.10 3.39
H 2.14 0.31 6.25
H 2.11 1.55 4.98
H 2.78 -0.03 4.64
H -0.22 -0.17 6.71
H -2.47 -0.85 5.84
H 1.09 0.11 2.65
C 4.14 -1.42 0.50
P 2.32 -1.74 0.49
C 2.25 -2.21 -1.32
N 2.90 -3.28 -1.70
C 2.85 -3.64 -3.01
C 3.50 -4.82 -3.43
C 3.42 -5.21 -4.74
C 2.69 -4.43 -5.67
C 2.06 -3.28 -5.28
C 2.14 -2.87 -3.93
N 1.54 -1.70 -3.55
C 1.57 -1.36 -2.29
P 0.78 0.23 -1.76
C 2.34 1.10 -1.33
C 0.30 1.10 -3.35
C -0.82 0.32 -4.04
C 1.47 1.34 -4.31
C -0.27 2.45 -2.91
C 2.23 -3.34 1.53
C 2.87 -4.60 0.95
C 2.94 -2.99 2.85
C 0.77 -3.64 1.89
H 4.71 -2.32 0.27
H 4.45 -1.02 1.47
H 4.35 -0.67 -0.25
H 4.05 -5.40 -2.70
H 3.91 -6.11 -5.08
H 2.63 -4.75 -6.70
H 1.50 -2.66 -5.97
H 3.15 0.84 -2.01
H 2.62 0.86 -0.31
H 2.16 2.17 -1.34
H -1.68 0.22 -3.38
H -1.15 0.88 -4.92
H -0.51 -0.67 -4.36
H 1.93 0.41 -4.64
H 2.23 1.98 -3.86
H 1.09 1.87 -5.20
H -1.19 2.32 -2.32
H -0.54 3.02 -3.80
H 0.43 3.04 -2.32
H 3.91 -4.45 0.68
H 2.34 -4.94 0.06
H 2.81 -5.39 1.71
H 4.02 -2.91 2.73
H 2.75 -3.78 3.57
H 2.57 -2.05 3.28
H 0.19 -4.00 1.04
H 0.26 -2.77 2.30
H 0.75 -4.44 2.64
C 0.23 2.40 0.74
C 1.31 3.19 1.09
C 1.37 4.60 0.82
C 2.45 5.36 1.17
C 3.57 4.80 1.81
C 3.55 3.43 2.08
C 2.48 2.65 1.74
C 4.69 5.60 2.17
N 5.60 6.25 2.47
H -0.72 2.88 0.52
H 0.22 1.40 1.17
H 0.52 5.06 0.34
H 2.44 6.42 0.95
H 4.41 2.98 2.57
H 2.51 1.59 1.96
```

Its charge is -1. For the strongest force on any atom, the calculation gives 0.81 eV Å⁻¹. The orbital gap is 4.81 eV. The value obtained for the energy above the lowest of the compared OMol25 structures with the same formula, charge and spin is 5.3 kcal/mol. Its highest occupied orbital energy is -3.709 eV.

Here are the Mulliken charges for atoms 1 to 5, given in e:
1. Sr 1.454
2. O -0.772
3. C -0.105
4. N 0.929
5. C -0.760

Entry 4:
Density functional theory data (ωB97M-V/def2-TZVPD) for C50H53Ge2MoNO3S6 as an isolated structure in a non-equilibrium geometry.

```
116
C50H53Ge2MoNO3S6 | the OMol25 dataset | ωB97M-V/def2-TZVPD
Mo -0.36 -2.55 -2.47
C -5.08 2.10 2.51
C -3.90 1.24 2.83
C -2.75 1.78 3.39
C -1.65 1.00 3.72
C -0.41 1.62 4.29
C -1.71 -0.38 3.47
C -2.86 -0.96 2.91
C -2.96 -2.43 2.61
C -3.93 -0.13 2.60
C -0.53 -1.23 3.80
C -0.30 -1.63 5.11
C 0.78 -2.44 5.42
C 1.65 -2.88 4.42
C 1.45 -2.49 3.10
C 0.36 -1.66 2.81
Ge 0.14 -1.02 1.02
S -0.57 -2.90 -0.33
S -1.48 0.41 0.57
Ge -0.04 1.06 -0.95
S -0.93 -0.49 -2.71
S 1.71 -0.07 -0.22
C 0.00 2.80 -1.77
C -1.03 3.22 -2.62
C -0.95 4.49 -3.17
C 0.12 5.32 -2.87
C 1.11 4.90 -1.99
C 1.06 3.63 -1.42
C 2.07 3.23 -0.41
C 3.32 2.74 -0.79
C 3.70 2.55 -2.23
C 4.25 2.43 0.20
C 3.97 2.60 1.55
C 5.01 2.34 2.60
C 2.71 3.07 1.90
C 1.75 3.39 0.95
C 0.42 3.94 1.39
C -2.21 2.36 -2.89
C -3.23 2.24 -1.95
C -3.26 3.03 -0.66
C -4.33 1.43 -2.24
C -4.45 0.77 -3.45
C -5.66 -0.06 -3.77
C -3.43 0.93 -4.39
C -2.32 1.71 -4.14
C -1.25 1.88 -5.18
C 2.36 -2.99 2.04
C 2.09 -4.21 1.41
C 0.92 -5.08 1.78
C 3.01 -4.70 0.47
C 4.19 -4.03 0.19
C 5.23 -4.64 -0.70
C 4.43 -2.82 0.83
C 3.55 -2.30 1.76
C 3.91 -1.06 2.54
H -4.87 3.15 2.69
H -5.94 1.81 3.12
H -5.38 1.98 1.47
H -2.70 2.85 3.58
H -0.49 2.71 4.29
H 0.48 1.34 3.73
H -0.25 1.31 5.32
H -2.10 -2.99 2.96
H -3.08 -2.60 1.54
H -3.84 -2.85 3.10
H -4.82 -0.57 2.17
H -0.98 -1.31 5.88
H 0.95 -2.75 6.44
H 2.48 -3.52 4.67
H -1.74 4.83 -3.82
H 0.17 6.31 -3.30
H 1.93 5.56 -1.73
H 2.86 2.69 -2.91
H 4.10 1.54 -2.39
H 4.48 3.25 -2.52
H 5.23 2.07 -0.09
H 5.90 1.90 2.18
H 4.62 1.69 3.38
H 5.29 3.28 3.08
H 2.47 3.22 2.95
H 0.43 4.17 2.45
H -0.40 3.24 1.21
H 0.17 4.86 0.85
H -2.31 3.51 -0.43
H -3.55 2.40 0.18
H -4.01 3.82 -0.73
H -5.13 1.34 -1.51
H -6.36 -0.07 -2.94
H -5.38 -1.09 -4.00
H -6.17 0.34 -4.65
H -3.51 0.43 -5.35
H -1.41 1.19 -6.01
H -0.25 1.70 -4.78
H -1.25 2.89 -5.59
H 0.18 -4.55 2.39
H 1.26 -5.94 2.36
H 0.42 -5.47 0.90
H 2.82 -5.66 0.01
H 4.81 -5.45 -1.31
H 6.03 -5.07 -0.10
H 5.68 -3.91 -1.36
H 5.36 -2.29 0.64
H 4.82 -0.62 2.15
H 4.08 -1.31 3.59
H 3.13 -0.30 2.52
S 4.04 -2.50 -3.68
C 2.61 -2.52 -3.13
N 1.48 -2.51 -2.68
C -2.16 -5.17 -5.07
S -1.91 -3.54 -4.49
O -0.47 -3.16 -4.59
O -2.85 -2.64 -5.05
O -1.99 -3.60 -2.93
H -2.34 -5.10 -6.14
H -3.05 -5.56 -4.57
H -1.29 -5.78 -4.85
```

Its charge is +2. For the strongest force on any atom, the calculation gives 1.31 eV Å⁻¹. The orbital gap is 5.08 eV. The value obtained for the energy above the lowest of the compared OMol25 structures with the same formula, charge and spin is 0.0 kcal/mol. Its highest occupied orbital energy is -13.093 eV.

Here are the Mulliken charges for atoms 1 to 5, given in e:
1. Mo -1.248
2. C -1.424
3. C 0.424
4. C -0.585
5. C 1.155

> Among the records above, which one has the highest highest occupied orbital energy?

C50H52BrN8O2P2Sr

> Which of these has the lowest charge?

C50H52BrN8O2P2Sr